Entry 1:
Formula: C40H42BBrN3O6S
Source: the Open Molecules 2025 dataset
Level of theory: the ωB97M-V functional and the def2-TZVPD basis

gap between HOMO and LUMO = 6.00 eV
total charge = +1
HOMO = -10.476 eV
molar mass = 783.6 g mol⁻¹

Element x y z (Å)
C  1.772  6.632  4.759
C  0.484  7.640  4.878
C  0.038  8.375  3.485
C  0.055  7.435  2.147
C  -1.370  6.720  1.769
B  -0.914  5.212  1.217
O  -0.548  5.066  -0.235
O  -0.824  4.016  2.078
C  0.181  3.054  1.598
C  1.726  3.600  1.604
C  -1.860  7.553  0.436
N  -3.236  6.953  0.228
C  -3.723  6.822  1.687
N  -5.076  6.747  1.905
Br  -6.311  6.746  0.449
C  -5.568  6.695  3.353
S  -6.660  5.191  3.706
C  -8.452  5.550  3.151
C  -8.948  4.283  2.211
N  -2.550  6.830  2.694
H  1.922  6.142  5.837
H  1.570  5.718  4.020
H  2.746  7.222  4.484
H  -0.449  7.135  5.417
H  0.817  8.513  5.621
H  0.816  9.257  3.293
H  -0.993  8.912  3.697
H  0.877  6.602  2.123
H  0.309  8.162  1.235
H  -1.258  4.543  -0.719
H  0.150  2.137  2.362
H  -0.051  2.596  0.542
H  1.892  4.624  2.147
H  2.438  2.817  2.143
H  2.061  3.667  0.464
H  -2.095  8.624  0.908
H  -1.132  7.688  -0.471
H  -3.319  6.101  -0.363
H  -6.290  7.642  3.468
H  -4.722  6.857  4.148
H  -8.516  6.531  2.488
H  -9.198  5.623  4.054
H  -9.782  3.616  2.729
H  -9.338  4.663  1.167
H  -8.001  3.591  2.073
H  -2.754  7.752  3.148
C  -2.191  -3.533  -0.475
C  -2.288  -2.285  0.140
C  -1.136  -1.637  0.589
C  0.116  -2.245  0.435
C  0.210  -3.503  -0.157
C  -0.945  -4.144  -0.624
C  1.520  -4.175  -0.280
O  1.604  -5.280  -0.803
C  2.725  -3.502  0.244
C  3.964  -4.152  0.186
C  5.111  -3.517  0.668
C  5.025  -2.230  1.198
C  3.790  -1.582  1.262
C  2.636  -2.223  0.793
C  1.330  -1.544  0.898
O  1.253  -0.414  1.368
H  -3.087  -4.035  -0.834
H  -3.260  -1.815  0.267
H  -1.219  -0.660  1.063
H  -0.878  -5.121  -1.099
H  4.040  -5.156  -0.229
H  6.071  -4.026  0.627
H  5.919  -1.732  1.566
H  3.730  -0.579  1.682
C  -0.039  -6.685  -3.744
C  -0.540  -7.226  -4.928
C  0.248  -8.091  -5.689
C  1.546  -8.407  -5.271
C  2.055  -7.848  -4.100
C  1.257  -6.994  -3.328
C  3.440  -8.136  -3.675
O  3.887  -7.647  -2.644
C  4.281  -9.013  -4.514
C  5.615  -9.248  -4.153
C  6.413  -10.086  -4.934
C  5.881  -10.699  -6.068
C  4.555  -10.462  -6.432
C  3.756  -9.610  -5.659
C  2.366  -9.337  -6.072
O  1.899  -9.872  -7.072
H  -0.657  -6.018  -3.146
H  -1.546  -6.975  -5.259
H  -0.152  -8.513  -6.610
H  1.643  -6.564  -2.405
H  6.037  -8.776  -3.267
H  7.449  -10.263  -4.655
H  6.500  -11.358  -6.672
H  4.148  -10.940  -7.322



Entry 2:
Formula: C47H41BCl5CuNO3P3S2
Source: the Open Molecules 2025 dataset
Level of theory: the ωB97M-V functional and the def2-TZVPD basis

gap between HOMO and LUMO = 5.68 eV
total charge = -2
HOMO = -1.722 eV
molar mass = 1076.5 g mol⁻¹

Element x y z (Å)
Cu  -0.673  -0.111  -1.634
C  1.339  -3.624  -5.579
C  2.667  -2.883  -5.544
O  3.480  -3.223  -4.425
P  2.794  -3.240  -2.897
S  2.409  -1.161  -2.803
S  1.338  -1.029  -1.032
O  4.180  -3.477  -2.069
C  5.344  -2.667  -2.220
C  6.401  -3.400  -3.024
H  0.851  -3.467  -6.543
H  0.672  -3.262  -4.794
H  1.495  -4.694  -5.430
H  2.485  -1.805  -5.542
H  3.264  -3.128  -6.426
H  5.702  -2.449  -1.212
H  5.077  -1.718  -2.690
H  6.675  -4.337  -2.535
H  7.296  -2.780  -3.119
H  6.018  -3.628  -4.018
O  -1.263  1.709  2.542
C  -1.712  2.931  2.062
C  -2.502  3.746  2.859
C  -2.893  4.999  2.413
C  -2.468  5.431  1.166
C  -1.753  4.567  0.350
C  -1.412  3.271  0.748
P  -0.964  2.051  -0.637
C  -2.920  1.607  -0.402
C  -3.123  0.362  0.185
C  -4.399  -0.125  0.450
C  -5.509  0.641  0.127
C  -5.328  1.900  -0.440
C  -4.049  2.375  -0.687
C  0.824  2.819  -0.842
C  1.487  3.570  0.125
C  2.842  3.875  0.004
C  3.564  3.416  -1.087
C  2.924  2.648  -2.054
C  1.577  2.355  -1.921
C  -0.448  1.639  3.638
C  -0.289  2.659  4.575
C  0.514  2.465  5.688
C  1.177  1.264  5.881
C  1.060  0.279  4.914
C  0.263  0.440  3.783
P  0.336  -0.716  2.335
C  -0.664  -2.141  2.928
C  -1.294  -2.888  1.933
C  -2.065  -3.998  2.256
C  -2.225  -4.367  3.583
C  -1.618  -3.620  4.585
C  -0.846  -2.515  4.260
C  2.065  -1.278  2.613
C  3.046  -0.419  2.109
C  4.389  -0.708  2.276
C  4.774  -1.868  2.941
C  3.808  -2.739  3.419
C  2.458  -2.448  3.250
H  -2.819  3.391  3.831
H  -3.510  5.629  3.041
H  -2.720  6.422  0.810
H  -1.462  4.907  -0.635
H  -2.255  -0.245  0.441
H  -4.522  -1.108  0.893
H  -6.508  0.261  0.306
H  -6.190  2.506  -0.695
H  -3.930  3.360  -1.133
H  0.951  3.924  0.999
H  3.332  4.468  0.769
H  4.619  3.647  -1.182
H  3.483  2.247  -2.892
H  1.096  1.732  -2.673
H  -0.763  3.617  4.443
H  0.620  3.271  6.404
H  1.810  1.110  6.746
H  1.644  -0.628  5.014
H  -1.168  -2.602  0.894
H  -2.536  -4.569  1.467
H  -2.826  -5.232  3.837
H  -1.748  -3.898  5.625
H  -0.394  -1.932  5.053
H  2.746  0.468  1.560
H  5.135  -0.036  1.870
H  5.825  -2.103  3.062
H  4.102  -3.652  3.924
H  1.710  -3.142  3.615
Cl  -0.661  -3.596  -2.188
C  -2.135  -2.701  -2.454
C  -2.070  -1.317  -2.621
C  -3.277  -0.765  -3.061
Cl  -3.268  0.868  -3.673
C  -4.489  -1.449  -3.127
Cl  -5.963  -0.655  -3.582
C  -4.514  -2.804  -2.817
Cl  -6.004  -3.689  -2.855
C  -3.317  -3.444  -2.522
Cl  -3.329  -5.160  -2.240
B  -1.911  4.620  -4.194
C  -1.638  3.659  -2.989
N  -1.426  2.972  -2.087
H  -0.837  4.818  -4.723
H  -2.698  4.082  -4.941
H  -2.366  5.641  -3.714



Entry 3:
Formula: C4H14N2O2
Source: the Open Molecules 2025 dataset
Level of theory: the ωB97M-V functional and the def2-TZVPD basis

gap between HOMO and LUMO = 9.40 eV
SMILES = C[C@H](CO)NCN.O
ΔE to the lowest compared entry with this formula, charge and spin = 1.240 eV
HOMO = -8.645 eV
molar mass = 122.2 g mol⁻¹

Element x y z (Å)
C  0.995  -0.301  1.096
C  0.342  -0.014  -0.247
C  1.063  -0.722  -1.407
O  1.081  -2.117  -1.038
N  0.172  1.413  -0.594
C  -0.326  2.353  0.479
N  -1.713  2.677  0.251
H  0.373  0.065  1.907
H  2.014  0.091  1.138
H  1.129  -1.374  1.238
H  -0.673  -0.412  -0.250
H  0.511  -0.593  -2.334
H  2.101  -0.400  -1.447
H  0.373  -2.584  -1.486
H  0.890  1.830  -1.162
H  0.264  3.251  0.317
H  -0.159  1.850  1.413
H  -1.924  3.007  -0.677
H  -2.256  1.823  0.331
H  -0.506  -2.269  1.191
H  -1.868  -2.432  1.854
O  -1.348  -2.714  1.095



Entry 4:
Formula: C6H5F3O
Source: the Open Molecules 2025 dataset
Level of theory: the ωB97M-V functional and the def2-TZVPD basis

gap between HOMO and LUMO (spin up / spin down) = 9.91 / 5.69 eV
ΔE to the lowest compared entry with this formula, charge and spin = 6.607 eV
HOMO (spin up / spin down) = -9.930 / -7.341 eV
molar mass = 150.1 g mol⁻¹

Element x y z (Å)
C  -3.078  -0.936  -0.805
C  -2.673  -2.280  -0.697
C  1.596  -1.850  1.209
C  1.081  -0.688  0.892
C  -1.908  -2.981  0.095
C  1.927  0.626  0.605
O  -1.336  -3.656  0.810
F  -3.115  -3.092  -1.746
F  2.926  -2.042  1.349
F  -0.289  -0.467  0.697
H  -3.359  -0.785  -1.854
H  -2.791  -0.190  -0.086
H  2.995  0.304  1.042
H  1.422  1.528  1.147
H  1.906  0.761  -0.520



Entry 5:
Formula: C43H42BClF5N2OSi
Source: the Open Molecules 2025 dataset
Level of theory: the ωB97M-V functional and the def2-TZVPD basis

gap between HOMO and LUMO = 5.42 eV
total charge = +1
HOMO = -10.562 eV
molar mass = 772.2 g mol⁻¹

Element x y z (Å)
C  -1.379  1.910  4.880
C  -0.295  1.388  4.112
C  0.729  0.810  2.923
C  1.081  1.727  1.592
C  2.089  1.183  0.410
C  2.525  2.066  -0.946
C  1.943  3.562  -1.051
F  2.120  4.356  0.226
F  2.391  4.460  -2.110
C  0.283  3.440  -1.225
C  -0.319  4.435  -2.387
Si  -2.239  4.591  -2.006
C  -2.380  6.145  -0.814
C  -3.280  4.994  -3.595
C  -2.946  3.099  -1.015
C  -3.381  1.630  -1.684
C  -4.028  0.417  -0.756
C  -4.292  0.591  0.856
C  -3.851  2.011  1.551
C  -3.195  3.241  0.628
C  3.491  1.247  -1.986
B  3.969  1.925  -3.398
N  3.596  1.344  -4.773
O  4.822  3.163  -3.423
C  4.061  -0.307  -1.736
Cl  5.194  -1.101  -2.991
C  3.669  -1.137  -0.378
C  2.656  -0.370  0.668
C  2.232  -1.246  2.029
C  2.725  -2.777  2.340
C  1.523  -3.867  2.571
C  0.115  -3.529  1.802
C  0.121  -3.952  0.185
C  -1.276  -3.544  -0.632
C  -1.495  -3.914  -2.215
C  -0.288  -4.714  -2.998
C  1.124  -5.083  -2.185
C  1.360  -4.711  -0.574
N  1.316  -0.601  3.082
F  0.952  -1.241  4.251
H  -2.370  2.193  5.482
H  0.587  2.786  1.542
H  -0.295  3.700  -0.230
H  0.059  2.312  -1.534
H  -0.232  3.938  -3.443
H  0.084  5.543  -2.336
H  -1.868  5.808  0.192
H  -3.485  6.519  -0.685
H  -1.658  6.951  -1.295
H  -3.053  6.065  -4.050
H  -4.418  5.033  -3.246
H  -3.213  4.178  -4.433
H  -3.254  1.429  -2.840
H  -4.306  -0.603  -1.271
H  -4.768  -0.272  1.511
H  -4.043  2.150  2.711
H  -2.949  4.229  1.240
H  4.429  0.736  -5.029
H  3.632  2.175  -5.418
H  5.009  3.377  -2.445
H  4.127  -2.205  -0.244
H  3.329  -2.728  3.368
H  3.465  -3.235  1.558
H  1.281  -4.058  3.724
H  1.906  -4.905  2.160
H  -0.707  -4.245  2.288
H  -0.289  -2.438  1.957
H  -2.142  -2.972  -0.061
H  -2.492  -3.607  -2.748
H  -0.486  -4.994  -4.125
H  1.942  -5.636  -2.847
H  2.366  -4.978  -0.004
F  6.708  3.975  4.496
C  5.381  3.807  4.444
C  4.704  3.347  5.569
C  3.321  3.177  5.516
C  2.630  3.457  4.335
C  3.318  3.913  3.210
C  4.700  4.095  3.266
H  5.259  3.126  6.475
H  2.782  2.825  6.393
H  1.552  3.320  4.293
H  2.779  4.127  2.290
H  5.250  4.457  2.404
F  -4.695  -4.697  -1.039
C  -4.682  -5.985  -1.407
C  -3.932  -6.373  -2.512
C  -3.913  -7.715  -2.892
C  -4.654  -8.653  -2.169
C  -5.408  -8.252  -1.064
C  -5.418  -6.912  -0.678
H  -3.369  -5.630  -3.066
H  -3.324  -8.031  -3.749
H  -4.643  -9.699  -2.468
H  -5.988  -8.983  -0.505
H  -5.991  -6.585  0.183



Entry 6:
Formula: C2H5N3O3
Source: the Open Molecules 2025 dataset
Level of theory: the ωB97M-V functional and the def2-TZVPD basis

gap between HOMO and LUMO (spin up / spin down) = 8.16 / 8.20 eV
ΔE to the lowest compared entry with this formula, charge and spin = 8.504 eV
HOMO (spin up / spin down) = -9.516 / -9.546 eV
molar mass = 119.1 g mol⁻¹

Element x y z (Å)
C  -1.810  0.974  0.192
C  0.710  -1.501  -0.513
N  -0.712  0.226  -0.386
N  -0.183  -0.781  0.216
N  2.212  0.473  -0.043
O  -0.473  -1.144  1.372
O  1.373  1.313  0.019
O  3.406  0.356  -0.152
H  -2.668  1.174  -0.655
H  -1.502  1.965  0.430
H  -2.162  0.494  1.100
H  0.500  -1.229  -1.555
H  1.309  -2.320  -0.025



Entry 7:
Formula: C4H5NO
Source: the Open Molecules 2025 dataset
Level of theory: the ωB97M-V functional and the def2-TZVPD basis

gap between HOMO and LUMO = 8.66 eV
ΔE to the lowest compared entry with this formula, charge and spin = 4.612 eV
HOMO = -9.834 eV
molar mass = 83.1 g mol⁻¹

Element x y z (Å)
O  -1.351  -0.019  -0.887
C  -0.412  -0.191  -0.071
C  1.007  -0.459  0.064
C  -0.065  -1.097  0.995
C  -0.286  2.225  -0.043
N  -0.454  2.331  -1.206
H  -1.072  0.846  -1.418
H  1.426  -1.042  -0.752
H  1.664  0.277  0.510
H  -0.378  -2.131  0.896
H  -0.068  -0.693  2.004



Entry 8:
Formula: ClH5OSi2
Source: the Open Molecules 2025 dataset
Level of theory: the ωB97M-V functional and the def2-TZVPD basis

gap between HOMO and LUMO = 10.45 eV
SMILES = [SiH3]O[SiH2]Cl
ΔE to the lowest compared entry with this formula, charge and spin = 1.630 eV
HOMO = -9.989 eV
molar mass = 112.7 g mol⁻¹

Element x y z (Å)
O  0.597  -0.180  -0.203
Si  0.296  1.187  -1.072
Si  -0.207  -1.365  1.184
Cl  -1.933  -1.821  0.585
H  1.461  1.492  -2.042
H  -0.925  1.227  -1.737
H  0.156  2.192  0.010
H  -0.110  -0.296  2.276
H  0.665  -2.436  0.999



Entry 9:
Formula: C26H63N8O4P2S2
Source: the Open Molecules 2025 dataset
Level of theory: the ωB97M-V functional and the def2-TZVPD basis

gap between HOMO and LUMO = 5.54 eV
total charge = +1
HOMO = -9.569 eV
molar mass = 677.9 g mol⁻¹

Element x y z (Å)
C  -3.007  -0.306  5.015
C  -3.680  -1.836  4.980
C  -4.928  -1.906  3.916
C  -2.570  -3.033  4.829
C  -2.116  -3.373  3.291
S  -0.305  -2.881  2.929
O  0.258  -3.879  1.638
C  -0.456  -1.082  2.357
C  0.673  -0.635  1.253
C  0.394  0.986  0.951
C  -0.307  1.254  -0.508
C  -1.647  0.312  -0.586
C  -2.681  0.749  -1.826
C  -4.196  0.430  -1.272
S  -4.787  1.802  -0.080
C  -6.558  1.225  0.343
N  -7.889  1.877  0.042
N  -8.858  1.002  0.544
C  -8.133  -0.215  1.152
O  -6.645  -0.092  1.047
H  -2.438  -0.035  4.030
H  -2.347  -0.165  5.998
H  -3.937  0.428  5.161
H  -4.165  -1.968  6.063
H  -5.940  -1.465  4.314
H  -4.610  -1.245  2.977
H  -4.994  -3.009  3.527
H  -1.586  -2.705  5.418
H  -2.998  -3.966  5.428
H  -2.125  -4.558  3.172
H  -2.746  -2.849  2.456
H  -0.358  -4.664  1.539
H  -0.378  -0.429  3.342
H  -1.562  -0.975  1.928
H  0.674  -1.259  0.263
H  1.720  -0.683  1.807
H  1.390  1.583  1.115
H  -0.368  1.366  1.776
H  0.425  1.111  -1.409
H  -0.688  2.380  -0.515
H  -2.254  0.492  0.419
H  -1.361  -0.813  -0.741
H  -2.583  1.919  -1.932
H  -2.451  0.179  -2.829
H  -4.949  0.280  -2.156
H  -4.215  -0.566  -0.613
H  -8.700  -1.116  1.643
O  -0.495  3.638  -2.993
P  -0.339  5.178  -3.035
N  -2.021  5.379  -3.188
C  -2.766  6.080  -4.214
C  -2.845  5.028  -2.037
N  0.365  5.157  -4.610
C  -0.149  5.839  -5.789
C  1.029  3.923  -5.046
N  -0.159  6.948  -3.084
C  1.270  7.326  -2.965
C  -0.837  7.704  -2.015
H  -2.401  7.095  -4.384
H  -3.828  6.193  -3.968
H  -2.743  5.527  -5.155
H  -2.816  5.811  -1.275
H  -2.493  4.102  -1.564
H  -3.893  4.851  -2.303
H  -0.942  5.262  -6.277
H  0.649  5.984  -6.530
H  -0.518  6.844  -5.577
H  0.301  3.172  -5.363
H  1.643  3.504  -4.239
H  1.715  4.105  -5.879
H  1.684  6.994  -2.006
H  1.403  8.407  -3.056
H  1.885  6.882  -3.758
H  -0.588  7.305  -1.025
H  -1.922  7.704  -2.129
H  -0.555  8.764  -2.041
O  5.841  -6.888  1.608
P  5.010  -5.623  1.282
N  5.519  -5.665  -0.341
C  6.180  -4.636  -1.116
C  5.034  -6.765  -1.166
N  6.064  -4.586  2.170
C  6.790  -3.441  1.639
C  6.871  -5.185  3.239
N  4.055  -4.169  0.906
C  3.338  -3.694  2.115
C  3.003  -4.323  -0.116
H  5.669  -3.672  -1.065
H  6.237  -4.876  -2.184
H  7.215  -4.511  -0.790
H  4.004  -6.594  -1.490
H  5.047  -7.713  -0.614
H  5.648  -6.928  -2.059
H  7.717  -3.744  1.142
H  7.067  -2.750  2.447
H  6.196  -2.839  0.949
H  7.737  -5.716  2.833
H  6.273  -5.887  3.834
H  7.235  -4.431  3.944
H  2.632  -4.452  2.474
H  2.797  -2.766  1.916
H  4.024  -3.468  2.942
H  2.356  -5.180  0.104
H  3.413  -4.443  -1.119
H  2.377  -3.424  -0.177



| no. | largest force on an atom (hartree/bohr) | calculated total energy (Ha) |
| --- | --- | --- |
| 1 | 0.093 | -5161.80160 |
| 2 | 0.013 | -7882.87579 |
| 3 | 0.064 | -420.75955 |
| 4 | 0.062 | -606.20277 |
| 5 | 0.197 | -3120.82461 |
| 6 | 0.061 | -468.88816 |
| 7 | 0.025 | -285.24508 |
| 8 | 0.154 | -1117.44883 |
| 9 | 0.177 | -3245.68739 |